Record 1
Entry from the OMol25 dataset: one molecule with the formula C8H10NP (ωB97M-V/def2-TZVPD).

The geometry in XYZ format:
```
20
Properties=species:S:1:pos:R:3:forces:R:3
P -1.325457 -1.195034 1.981820 0.8 -1.5 -1.0
N -1.896754 -0.907318 0.408771 -2.3 1.1 -2.1
C 0.082238 0.230473 0.046189 -0.2 -0.9 4.8
C 1.928444 1.636550 0.632790 1.5 -0.7 -0.8
C 0.917197 1.241397 -0.257812 1.2 -0.4 -0.4
C 0.213259 -0.353509 1.495918 -1.1 1.1 -2.8
C 1.193337 0.070944 2.344492 -0.4 0.5 -1.0
C 2.102870 0.989323 1.827703 1.9 1.7 1.7
C -1.249271 -0.002734 -0.599846 0.2 -0.8 0.3
C -1.152022 -0.616921 -2.030473 -1.1 1.4 -2.9
H -0.639463 -1.588415 -2.182996 -0.6 0.3 0.8
H 2.965826 1.338890 2.500407 -1.4 -0.6 -1.1
H -2.899840 -0.760678 0.292505 0.3 -0.5 0.5
H -2.252638 -0.648982 -2.616266 2.9 0.0 1.7
H -1.786088 1.017864 -0.676426 0.6 -1.6 0.1
H 0.918026 1.540740 -1.284779 -0.1 1.0 -0.4
H 2.760810 2.269311 0.280827 -0.8 0.0 0.2
H 1.161782 -0.088123 3.403499 0.2 -0.7 0.3
H -0.480946 0.073755 -2.720013 -1.5 -0.9 1.4
H -0.922001 -2.648133 1.724357 -0.1 1.4 0.6
```
Positions in Å, forces in eV/Å.

Results
Relative energy (zero: lowest compared OMol25 entry of this formula, charge and spin) ... 15.60 kcal per mole
Structure (SMILES) ... C[C@H]1NPc2ccccc21
Strongest force on any atom ... 4.874 eV Å⁻¹
HOMO ... -0.299 Ha

Record 2
Entry from the OMol25 dataset: C8H10O as an isolated structure (ωB97M-V/def2-TZVPD).

The geometry in XYZ format:
```
19
Properties=species:S:1:pos:R:3:forces:R:3
O 3.384939 -0.375384 0.767168 -2.3 4.1 3.6
C -3.064470 -0.212747 0.252599 2.7 4.1 -4.6
C 1.337865 0.080327 -0.247466 -8.3 -2.5 0.8
C -0.903737 1.134307 0.058768 1.0 7.0 1.6
C 0.493345 1.158743 -0.017841 2.2 0.7 -2.4
C -1.474045 -0.005717 0.173552 -5.5 -7.8 -0.3
C 2.710857 0.114053 -0.379244 1.5 8.6 2.9
C -0.809934 -1.322045 -0.050649 0.8 2.9 0.2
C 0.553183 -1.200104 -0.328215 1.1 -1.7 1.6
H -3.479092 -0.341436 1.164685 -1.1 0.4 3.3
H 2.986663 -0.569420 -0.903744 3.1 -7.2 -7.9
H -1.431916 -2.269907 0.045480 1.3 1.4 -0.3
H 3.022931 1.253382 -0.879255 -0.3 -3.0 1.7
H -3.267062 1.286673 -0.331414 -0.6 -4.4 1.6
H 1.082277 -2.210853 -0.339844 -0.3 1.6 -0.5
H -3.447231 -1.108029 -0.314054 0.5 1.5 -0.3
H 1.016563 2.022256 -0.422298 -0.3 0.9 1.1
H 2.839340 0.250298 1.440431 2.5 -2.5 -1.1
H -1.550473 2.315595 0.311335 2.0 -4.0 -1.2
```
Positions in Å, forces in eV/Å.

Results
Relative energy (zero: lowest compared OMol25 entry of this formula, charge and spin) ... 164.78 kcal per mole
Strongest force on any atom ... 11.112 eV Å⁻¹
HOMO ... -0.338 Ha

Record 3
Entry from the OMol25 dataset: one molecule with the formula C8H10O (ωB97M-V/def2-TZVPD).

The geometry in XYZ format:
```
19
Properties=species:S:1:pos:R:3:forces:R:3
O 0.706216 1.781115 0.265494 0.6 -0.7 -0.6
C 0.809831 0.569478 0.267449 -3.1 0.1 2.9
C 1.452219 -0.209267 -1.747286 -2.2 -2.5 -1.6
C -1.629513 -0.483201 0.496380 0.0 0.1 -0.1
C 1.651414 -0.190430 1.277901 1.0 0.2 -0.8
C 2.479482 -0.127142 -2.374707 -0.4 0.1 0.3
C -2.353713 0.861205 0.635346 0.0 -0.2 0.0
C 0.035357 -0.790148 -1.437805 3.0 1.6 -0.8
C -0.364055 -0.336406 -0.273124 1.0 1.2 0.5
H 2.460605 0.448946 1.629402 -0.1 0.0 0.1
H -2.272561 -1.209595 -0.008927 0.1 0.0 0.1
H 1.026369 -0.515535 2.110648 -0.1 0.2 -0.1
H -0.433927 -1.374649 -2.209784 -0.1 -0.2 0.0
H 2.076607 -1.076625 0.809836 0.0 -0.1 0.1
H -2.597080 1.264505 -0.345705 0.0 0.1 0.0
H 3.364789 -0.056894 -2.942550 0.4 0.2 0.0
H -1.392961 -0.864939 1.495340 -0.1 -0.1 -0.1
H -3.282549 0.729425 1.184055 -0.1 0.0 0.1
H -1.736532 1.580156 1.168037 0.0 0.1 -0.1
```
Positions in Å, forces in eV/Å.

Results
Relative energy (zero: lowest compared OMol25 entry of this formula, charge and spin) ... 84.21 kcal per mole
Structure (SMILES) ... C#C/C=C(/CC)C(C)=O
Strongest force on any atom ... 4.185 eV Å⁻¹
HOMO ... -0.343 Ha

Record 4
Entry from the OMol25 dataset: one molecule with the formula C8H10O2 (ωB97M-V/def2-TZVPD).

The geometry in XYZ format:
```
20
Properties=species:S:1:pos:R:3:forces:R:3
O 0.415001 -2.720851 -0.175296 -1.8 -2.7 -1.8
O 1.084651 -1.037510 1.765691 0.6 -0.5 -0.6
C 0.669806 0.751210 0.341631 0.8 4.1 -1.0
C 0.718142 -0.555121 0.549048 -1.4 -1.7 -0.8
C 0.037225 -1.472552 2.616695 -0.2 0.7 1.7
C 0.185753 -1.431945 -0.472041 -0.2 1.0 -0.1
C -0.038286 2.896943 -1.074323 0.1 -0.6 -0.9
C -0.526016 -0.930204 -1.578139 0.3 1.3 0.6
C -0.475861 0.527417 -1.750379 -2.8 -1.6 -1.6
C 0.189769 1.355416 -0.873279 -1.5 0.4 0.8
H -0.802383 -2.126026 2.044347 1.9 1.7 1.6
H -0.314382 -0.460611 3.218368 0.0 -2.6 -1.6
H 1.068991 1.460871 1.097863 -0.4 -0.7 -0.3
H -1.305806 0.923491 -2.556318 2.7 -0.6 1.9
H 0.859809 3.482417 -0.740189 -0.9 -0.5 -0.4
H -1.230103 -1.552897 -2.221574 1.4 0.7 0.9
H -0.114052 -3.324131 -0.820593 1.4 1.6 1.6
H -0.092963 2.909510 -2.252885 -0.2 0.9 2.4
H 0.657464 -2.037685 3.402706 -1.6 0.3 -1.1
H -0.986759 3.342257 -0.521332 1.9 -1.1 -1.4
```
Positions in Å, forces in eV/Å.

Results
Relative energy (zero: lowest compared OMol25 entry of this formula, charge and spin) ... 75.29 kcal per mole
Structure (SMILES) ... COc1cc(C)ccc1O
Strongest force on any atom ... 4.321 eV Å⁻¹
HOMO ... -0.303 Ha

Record 5
Entry from the OMol25 dataset: a 2-piece molecular cluster, C8H10O2Si overall (ωB97M-V/def2-TZVPD).

The geometry in XYZ format:
```
21
Properties=species:S:1:pos:R:3:forces:R:3
Si 1.619621 -1.696389 -2.118264 -1.3 -2.2 -1.5
O -0.687829 -2.468596 -0.523258 -0.2 -0.6 -0.5
O 1.880116 -0.876247 -0.900779 0.7 1.6 0.7
C -0.029288 0.129761 0.946625 -1.1 1.5 -0.1
C -0.064210 -2.329988 0.648332 1.0 0.2 1.5
C 0.253587 2.492312 1.343498 -3.5 0.9 -1.8
C 0.598462 1.204590 1.557697 1.7 -0.8 -0.1
C -1.179493 0.500945 0.260184 1.4 -2.0 -0.3
C -0.977665 2.868760 0.642806 3.3 -1.7 2.0
C -1.572290 1.784004 0.102397 -4.8 1.2 -1.5
C 0.425234 -1.207832 1.186723 -1.6 -1.3 0.8
H 2.384341 -3.012238 -2.205960 -0.4 0.7 -0.5
H -1.319625 3.867559 0.795482 -0.3 0.4 -0.7
H 0.800230 3.341248 1.510630 1.9 1.5 1.5
H 0.309602 -1.555682 -3.013312 1.6 0.0 0.6
H -1.778635 -0.246519 -0.197783 -0.6 -0.5 -0.3
H 0.868545 -1.401216 2.142463 0.6 0.2 0.3
H 1.486441 0.915018 2.090846 0.5 0.5 0.3
H -0.588476 -1.600201 -0.884325 -0.5 1.1 -1.0
H 0.118990 -3.243342 1.160335 0.1 -0.8 0.0
H -2.614211 1.852812 -0.400208 1.8 0.3 0.7
```
Positions in Å, forces in eV/Å.

Results
Relative energy (zero: lowest compared OMol25 entry of this formula, charge and spin) ... 0.00 kcal per mole
Structure (SMILES) ... O/C=C\c1ccccc1.O=[SiH2]
Strongest force on any atom ... 5.211 eV Å⁻¹
HOMO ... -0.291 Ha

Record 6
Entry from the OMol25 dataset: C8H10O3 as an isolated structure (ωB97M-V/def2-TZVPD).

The geometry in XYZ format:
```
21
Properties=species:S:1:pos:R:3:forces:R:3
O -1.021302 0.955637 -2.296059 0.5 0.0 1.6
O 1.853565 -2.007588 0.211796 1.3 5.1 4.8
O -1.258699 1.196797 2.569166 7.2 -4.8 -2.1
C 0.581449 -0.207967 -1.046821 2.2 -1.8 1.2
C -0.567953 0.178319 -3.348508 2.2 1.5 -3.1
C 0.447428 -0.069331 1.300748 1.3 -3.8 2.5
C -0.917615 1.453706 0.049988 -3.9 -0.5 -2.5
C 0.537745 -0.927899 2.729907 1.3 0.0 -1.9
C -0.338544 0.747794 -1.060970 -3.3 2.1 0.0
C 0.984219 -0.830331 0.182335 -0.3 2.4 -0.3
C -0.499042 0.996392 1.239376 -0.4 -2.2 3.9
H -1.868354 1.775722 2.370058 -5.2 5.0 -1.6
H 1.740342 -1.041124 3.176070 -3.2 -0.5 -1.9
H 0.649780 -0.121717 -3.055361 -4.1 1.0 -4.3
H -0.156291 -1.979137 2.294642 2.5 3.1 2.5
H 0.210122 -0.252555 3.555524 -0.8 -1.2 -0.8
H -2.113436 1.761244 -0.103909 3.6 -0.1 0.4
H -1.204630 -0.811029 -3.583226 1.5 2.4 0.5
H 0.861349 -0.300280 -2.122778 1.2 -1.9 3.6
H -0.488159 1.098318 -4.230297 -0.4 -3.4 1.8
H 2.568027 -1.614973 1.168319 -3.2 -2.3 -4.3
```
Positions in Å, forces in eV/Å.

Results
Relative energy (zero: lowest compared OMol25 entry of this formula, charge and spin) ... 201.10 kcal per mole
Strongest force on any atom ... 8.891 eV Å⁻¹
HOMO ... -0.307 Ha

Record 7
Entry from the OMol25 dataset: C8H10O5STm as an isolated structure (ωB97M-V/def2-TZVPD).

The geometry in XYZ format:
```
25
Properties=species:S:1:pos:R:3:forces:R:3
Tm 0.230066 0.120490 -0.332967 0.5 -0.2 -0.9
S -1.442687 -1.741521 1.879669 0.3 -0.5 -0.7
O -0.143225 -1.226309 -3.388176 0.8 2.8 5.6
O 0.620029 1.471182 2.689463 -0.6 -2.3 -6.0
O -2.839747 1.420830 -0.532880 6.0 -2.1 0.2
O 3.109236 -1.558351 0.042303 -5.2 3.5 -0.9
O -0.620702 -1.511649 0.466375 -0.6 0.4 1.2
C 0.012966 -0.715548 -2.353105 -1.2 -4.4 -9.8
C 0.512902 1.052079 1.605474 1.3 4.6 10.4
C -1.740833 1.031052 -0.500178 -10.3 4.2 -0.6
C 2.148962 -0.919913 -0.126484 9.3 -5.4 1.2
C 2.958354 4.064604 -2.379352 -3.0 1.4 -0.2
C -0.509384 -3.118496 2.560196 -0.6 0.9 -0.5
C -2.909594 -2.566892 1.261720 1.0 0.5 0.3
C 1.705253 4.693510 -2.501154 2.9 -1.5 0.3
H -2.532051 -3.300372 0.590442 0.0 -0.9 -0.5
H 1.136109 4.599338 -3.420680 0.0 0.0 0.1
H -1.091403 -3.498021 3.375818 -0.3 -0.4 0.6
H 0.446050 -2.756711 2.870415 0.6 0.3 0.4
H -3.509949 -1.844993 0.753451 -0.5 0.5 -0.2
H -3.400182 -2.980736 2.119290 -0.5 -0.3 0.5
H -0.421233 -3.797702 1.746334 0.1 -0.9 -0.5
H 3.357821 3.485197 -3.205557 0.0 0.0 0.1
H 3.572429 4.242404 -1.502504 0.0 -0.1 -0.1
H 1.350812 5.356526 -1.717911 0.0 -0.1 -0.1
```
Positions in Å, forces in eV/Å.

Results
Relative energy (zero: lowest compared OMol25 entry of this formula, charge and spin) ... 63.13 kcal per mole
Net charge ... +3
Spin multiplicity ... 3
Strongest force on any atom ... 11.429 eV Å⁻¹
HOMO (spin up / spin down) ... -0.645 / -0.644 Ha

Record 8
Entry from the OMol25 dataset: C8H10O6PTi as an isolated structure (ωB97M-V/def2-TZVPD).

The geometry in XYZ format:
```
26
Properties=species:S:1:pos:R:3:forces:R:3
Ti 0.146525 0.422393 -1.480813 -0.5 -2.1 1.6
P 0.004172 -0.840741 1.646562 0.1 0.5 0.7
O -0.063852 4.894684 -5.393234 0.0 -0.7 2.7
O 0.091546 -0.610698 0.107158 0.1 0.9 -1.4
O -2.968557 0.451752 -2.337560 6.3 -1.3 0.2
O 3.247679 0.459666 -2.276436 -5.9 -0.6 0.2
O -0.046003 3.197724 -0.132973 0.4 -2.5 -3.3
O -0.378052 -3.808238 -3.009544 0.5 1.8 1.5
C 2.088370 0.378341 -2.190786 8.1 0.8 -0.9
C -0.061148 4.588672 -4.291468 0.0 0.6 -2.6
C -1.815275 0.272754 -2.251484 -8.0 1.6 -0.8
C -0.170598 -2.921617 -2.328562 -0.4 -1.6 -1.6
C 1.525787 -1.678396 2.104737 -0.3 0.0 0.0
C -1.495962 -1.780579 1.930593 0.3 0.0 -0.1
C 0.043024 2.262574 -0.857942 -0.6 2.1 4.4
C -0.093884 0.768727 2.450622 0.0 0.2 0.0
H -0.978001 1.352219 2.151850 0.1 -0.5 0.0
H 1.541310 -1.857571 3.182454 0.1 0.0 -0.1
H 2.390471 -1.070424 1.814851 -0.2 0.0 0.1
H -1.619478 -1.973218 2.995011 -0.1 -0.1 0.0
H -2.359593 -1.228111 1.548712 0.1 0.1 0.1
H 0.190870 2.060904 -2.102436 0.1 1.1 -1.1
H -1.436694 -2.723916 1.384090 0.1 0.0 0.1
H -0.145328 0.596959 3.526542 0.0 0.1 0.1
H 0.773364 1.412770 2.244300 0.0 -0.5 0.0
H 1.589303 -2.626635 1.565767 -0.1 0.0 0.1
```
Positions in Å, forces in eV/Å.

Results
Relative energy (zero: lowest compared OMol25 entry of this formula, charge and spin) ... 9.74 kcal per mole
Net charge ... +2
Spin multiplicity ... 2
Strongest force on any atom ... 8.252 eV Å⁻¹
HOMO (spin up / spin down) ... -0.652 / -0.646 Ha

Record 9
Entry from the OMol25 dataset: one molecule with the formula C8H10OS (ωB97M-V/def2-TZVPD).

The geometry in XYZ format:
```
20
Properties=species:S:1:pos:R:3:forces:R:3
S 0.507698 -0.991897 -1.870858 1.9 0.2 0.5
O -0.753187 -1.044667 -2.603642 -1.0 0.1 -1.5
C -0.817602 1.384952 0.637152 -0.5 -3.2 -0.2
C -0.000238 -0.634026 -0.197502 -2.0 3.6 1.4
C 1.342408 0.705232 -2.031794 -1.0 -2.3 2.1
C -0.047777 -1.715699 0.821569 1.0 -0.3 -0.1
C 1.301506 1.399374 -0.893133 -1.2 -0.4 -1.1
C 0.617809 0.760881 0.298606 -1.0 -0.5 0.1
C -1.593812 0.209338 -0.235492 3.8 -0.6 0.8
C 0.219666 -1.567329 2.142142 -0.2 -2.9 -1.2
H -2.298313 -0.432468 0.331383 0.2 0.7 -0.6
H 0.320686 -2.450158 2.811947 -0.5 0.5 -0.8
H -0.235187 -2.683811 0.293597 0.0 0.5 1.2
H 2.001174 0.884775 -2.834196 0.1 0.4 -1.2
H 0.471080 -0.702872 2.668669 0.2 1.7 0.2
H -1.197986 1.140692 1.689861 1.0 1.1 -1.3
H 1.345716 0.556045 1.124130 -0.6 0.6 -0.5
H 1.525109 2.438583 -1.089546 0.6 0.4 1.2
H -1.764113 0.357892 -1.306835 -0.5 0.2 0.6
H -0.944638 2.385162 0.243941 -0.3 0.2 0.5
```
Positions in Å, forces in eV/Å.

Results
Relative energy (zero: lowest compared OMol25 entry of this formula, charge and spin) ... 76.56 kcal per mole
Strongest force on any atom ... 4.352 eV Å⁻¹
HOMO ... -0.317 Ha

Record 10
Entry from the OMol25 dataset: one molecule with the formula C8H10OS2 (ωB97M-V/def2-TZVPD).

The geometry in XYZ format:
```
21
Properties=species:S:1:pos:R:3:forces:R:3
S -0.418576 -2.217844 0.599410 0.9 -0.8 0.2
S 2.651656 1.290244 0.584949 0.3 -1.5 0.0
O 0.261367 0.299783 0.098421 -2.9 0.6 0.4
C 4.068636 0.286944 0.091022 -2.8 2.4 0.5
C 3.588257 -0.705451 -0.636007 3.4 -4.8 -1.3
C -0.643351 -0.635527 0.418533 -1.3 -1.3 0.1
C 2.210464 -0.945396 -0.653682 -1.9 -1.1 -1.3
C -2.099192 -0.221445 0.445256 -0.3 2.9 0.3
C 1.538437 0.034804 -0.024036 3.2 1.0 0.1
C -2.221912 1.209702 1.136817 -2.9 -3.1 1.4
C -2.489867 0.078508 -1.008931 -0.3 1.3 1.0
H 4.307529 -1.582600 -1.039464 -1.6 2.3 0.8
H -2.233126 1.128894 2.225350 0.6 0.2 -0.1
H -3.556274 0.196933 -1.147183 -0.4 0.1 0.3
H 5.004516 0.664287 0.373668 1.2 0.1 0.0
H -2.214356 -0.698968 -1.657780 0.8 -0.8 -1.1
H -2.036268 1.076487 -1.179259 -0.1 -0.8 -0.8
H 1.695821 -1.806738 -1.186308 1.0 1.3 0.9
H -2.736157 -0.992419 0.924346 0.8 0.5 -0.3
H -3.149695 1.723027 0.901558 -0.5 -0.4 -0.2
H -1.527900 1.816778 0.733325 2.8 2.0 -0.8
```
Positions in Å, forces in eV/Å.

Results
Relative energy (zero: lowest compared OMol25 entry of this formula, charge and spin) ... 30.73 kcal per mole
Structure (SMILES) ... CC(C)C(=S)Oc1cccs1
Strongest force on any atom ... 6.011 eV Å⁻¹
HOMO ... -0.313 Ha